Run w
Density functional theory data (wB97M-V/def2-TZVPD) for the molecule C3H9N3S.

CARTESIAN COORDINATES (ANGSTROEM)
C -1.804 1.491 -0.004
N -0.385 1.578 -0.343
C 0.404 0.676 0.203
N 1.756 0.819 0.123
C 2.456 -0.441 -0.234
N -0.060 -0.555 0.763
S -1.170 -1.486 -0.185
H -1.992 0.984 0.974
H -2.423 2.505 -0.099
H -2.435 0.962 -0.781
H 2.028 1.665 -0.359
H 3.501 -0.310 -0.119
H 2.270 -0.808 -1.279
H 2.080 -1.380 0.310
H 0.267 -1.025 1.662
H -0.089 -2.072 -0.935

- structure (SMILES) = C/N=C(/NC)NS
- gap between HOMO and LUMO (eV) = 9.237
- multiplicity = 1
- LUMO energy (Eh) = 0.0224

Run x
Density functional theory data (wB97M-V/def2-TZVPD) for the molecule C3H9N3S.

CARTESIAN COORDINATES (ANGSTROEM)
C -1.048 1.226 -1.305
N 0.190 0.520 -1.462
N 0.835 0.528 -0.240
C 0.537 -0.544 0.443
C -0.474 -1.536 0.086
N 1.224 -0.735 1.653
S 2.277 0.407 2.356
H -1.657 1.089 -2.213
H -0.941 2.297 -1.056
H -1.626 0.722 -0.506
H 0.748 1.037 -2.147
H -0.049 -2.548 0.079
H -1.323 -1.490 0.774
H -0.853 -1.362 -0.908
H 0.605 -1.134 2.359
H 1.556 1.522 2.087

- structure (SMILES) = CN/N=C(\C)NS
- gap between HOMO and LUMO (eV) = 9.030
- multiplicity = 1
- LUMO energy (Eh) = 0.0314

Run y
Density functional theory data (wB97M-V/def2-TZVPD) for a structure of composition C3H9N3S.

CARTESIAN COORDINATES (ANGSTROEM)
C 1.158 1.540 -0.598
C -0.738 0.137 -0.059
C 1.353 -1.618 0.475
H 0.844 1.858 -1.803
H 1.967 0.821 -0.934
H 1.624 2.312 0.004
H -0.112 1.721 0.972
H 1.953 -0.482 0.992
H 2.408 -2.366 -0.174
H 0.747 -2.302 1.457
H -3.734 0.029 0.013
H -2.853 -1.377 0.370
N 0.193 1.058 0.274
N -1.918 0.447 0.055
N -2.893 -0.459 -0.291
S 0.000 -1.318 -0.754

- gap between HOMO and LUMO (eV) = 8.796
- multiplicity = 1
- LUMO energy (Eh) = 0.0208

Which is most stable, and by how much? run x, by 0.0058 hartree.

Run w
Density functional theory data (wB97M-V/def2-TZVPD) for a cluster of 16 separate species, C32H96O16 in total.

CARTESIAN COORDINATES (ANGSTROEM)
C 0.670 19.971 5.916
C 0.158 19.077 7.011
O -1.175 18.690 6.711
H 0.842 19.452 4.976
H 1.635 20.400 6.217
H 0.032 20.845 5.773
H 0.235 19.584 7.986
H 0.786 18.182 7.101
H -1.461 17.984 7.300
C 4.903 16.693 13.720
C 4.871 17.687 12.576
O 3.533 18.176 12.394
H 4.232 17.002 14.520
H 5.907 16.592 14.137
H 4.616 15.693 13.387
H 5.228 17.252 11.639
H 5.515 18.536 12.829
H 3.646 19.109 12.134
C -3.827 19.616 14.176
C -2.421 19.602 14.701
O -2.217 18.416 15.450
H -4.512 19.753 15.014
H -4.109 18.673 13.700
H -3.963 20.386 13.418
H -2.241 20.510 15.292
H -1.669 19.690 13.901
H -1.323 18.384 15.818
C 0.834 23.210 8.742
C 1.809 23.634 7.686
O 1.239 24.717 6.957
H 0.620 24.026 9.433
H 1.238 22.356 9.293
H -0.122 22.848 8.354
H 2.026 22.803 7.005
H 2.746 23.942 8.164
H 1.735 24.833 6.141
C -3.621 15.475 11.916
C -2.692 16.137 12.918
O -3.307 16.096 14.188
H -3.286 15.562 10.881
H -4.611 15.932 11.972
H -3.717 14.423 12.187
H -2.394 17.146 12.598
H -1.766 15.550 12.980
H -2.940 16.800 14.744
C 1.601 19.613 15.012
C 1.125 18.194 15.216
O 0.457 18.045 16.486
H 2.353 19.891 15.755
H 0.769 20.309 15.147
H 2.007 19.749 14.010
H 1.954 17.486 15.160
H 0.387 17.942 14.455
H 1.132 17.978 17.166
C 4.755 22.494 10.417
C 4.918 21.647 11.665
O 3.767 20.829 11.906
H 3.948 23.215 10.565
H 4.558 21.906 9.521
H 5.659 23.091 10.263
H 5.045 22.317 12.524
H 5.809 21.021 11.631
H 3.042 21.453 12.084
C 2.494 23.596 14.213
C 1.254 23.203 13.467
O 1.611 22.595 12.231
H 3.064 22.741 14.586
H 2.211 24.181 15.093
H 3.182 24.207 13.625
H 0.547 24.026 13.328
H 0.711 22.467 14.078
H 0.805 22.283 11.787
C -4.544 18.647 10.381
C -5.814 19.373 10.018
O -5.774 20.693 10.587
H -4.375 18.649 11.460
H -3.693 19.156 9.920
H -4.561 17.611 10.051
H -6.687 18.834 10.398
H -5.907 19.436 8.930
H -6.390 21.253 10.108
C 0.174 15.878 8.623
C -1.080 16.566 9.151
O -2.236 16.300 8.349
H 0.233 15.763 7.538
H 0.310 14.878 9.039
H 1.062 16.460 8.874
H -0.913 17.640 9.222
H -1.280 16.211 10.165
H -2.449 15.369 8.463
C -2.469 23.811 10.486
C -3.789 23.364 11.060
O -3.623 22.083 11.666
H -2.162 23.108 9.714
H -1.719 23.751 11.281
H -2.485 24.848 10.152
H -4.556 23.242 10.285
H -4.198 24.067 11.792
H -4.328 21.469 11.407
C 0.540 14.333 12.039
C 1.246 15.534 12.603
O 1.735 16.326 11.533
H 1.238 13.772 11.411
H -0.278 14.606 11.371
H 0.198 13.654 12.820
H 2.087 15.162 13.208
H 0.618 16.124 13.279
H 2.415 16.929 11.890
C -2.888 21.310 7.281
C -3.441 22.704 7.080
O -4.289 22.748 5.927
H -2.392 21.193 8.250
H -2.173 21.039 6.509
H -3.699 20.578 7.235
H -2.604 23.385 6.917
H -3.988 23.057 7.959
H -5.187 22.595 6.230
C -2.387 23.530 14.707
C -3.391 24.640 14.878
O -2.744 25.915 14.906
H -1.641 23.546 15.507
H -1.920 23.587 13.727
H -2.856 22.558 14.876
H -4.016 24.497 15.762
H -4.087 24.618 14.031
H -3.032 26.413 14.138
C 0.749 19.648 10.932
C -0.719 19.914 11.138
O -0.928 21.225 11.679
H 1.226 20.439 10.350
H 0.875 18.713 10.383
H 1.242 19.552 11.897
H -1.134 19.176 11.841
H -1.313 19.799 10.220
H -1.884 21.392 11.769
C 3.599 17.755 8.925
C 4.398 19.030 9.026
O 4.950 19.311 7.735
H 2.920 17.873 8.076
H 3.037 17.550 9.832
H 4.223 16.890 8.689
H 5.199 18.959 9.772
H 3.729 19.850 9.311
H 5.448 20.131 7.796

- gap between HOMO and LUMO (eV) = 9.834
- multiplicity = 1
- LUMO energy (Eh) = 0.0086

Run x
Density functional theory data (wB97M-V/def2-TZVPD) for a cluster of 16 separate species, C32H96O16 in total.

CARTESIAN COORDINATES (ANGSTROEM)
C 20.525 1.165 8.915
C 20.690 1.157 10.422
O 22.057 1.043 10.741
H 21.211 1.919 8.531
H 19.565 1.540 8.560
H 20.771 0.202 8.467
H 20.245 0.254 10.840
H 20.088 1.917 10.920
H 22.141 1.146 11.692
C 23.485 -3.858 1.281
C 24.308 -3.803 2.541
O 24.081 -4.985 3.266
H 23.648 -2.980 0.655
H 22.434 -3.927 1.562
H 23.731 -4.766 0.732
H 23.975 -2.938 3.115
H 25.361 -3.736 2.265
H 24.242 -4.754 4.184
C 27.537 -1.268 3.735
C 27.573 -0.695 5.109
O 28.890 -0.583 5.598
H 26.523 -1.264 3.336
H 27.825 -2.319 3.745
H 28.213 -0.762 3.046
H 27.133 -1.388 5.826
H 27.004 0.225 5.245
H 28.903 -0.445 6.548
C 25.399 3.883 7.882
C 24.121 3.065 8.315
O 24.040 3.009 9.751
H 25.336 4.898 8.273
H 25.494 3.993 6.802
H 26.283 3.382 8.277
H 24.225 2.080 7.861
H 23.242 3.520 7.860
H 23.480 2.253 9.941
C 19.930 2.009 3.407
C 20.169 2.508 4.886
O 19.248 1.914 5.711
H 20.729 2.487 2.840
H 19.000 2.406 3.002
H 19.900 0.920 3.366
H 20.055 3.592 4.884
H 21.154 2.268 5.287
H 19.025 2.574 6.371
C 24.118 2.835 3.391
C 25.369 2.360 4.183
O 26.230 3.511 4.189
H 24.375 3.242 2.413
H 23.505 3.558 3.928
H 23.483 1.981 3.154
H 25.880 1.501 3.749
H 25.040 2.227 5.214
H 27.129 3.180 4.255
C 23.075 -0.319 1.222
C 24.059 0.470 0.371
O 24.933 -0.413 -0.222
H 22.328 0.344 1.657
H 23.557 -0.887 2.018
H 22.427 -0.959 0.623
H 24.590 1.237 0.935
H 23.473 1.100 -0.298
H 25.757 0.057 -0.371
C 22.479 -4.919 7.788
C 22.609 -6.378 7.335
O 22.926 -7.106 8.451
H 22.232 -4.309 6.919
H 23.379 -4.474 8.212
H 21.594 -4.656 8.367
H 23.320 -6.517 6.521
H 21.696 -6.730 6.854
H 23.397 -7.880 8.134
C 26.193 -5.705 5.951
C 26.182 -4.150 5.874
O 24.814 -3.813 5.859
H 25.561 -6.053 5.135
H 25.811 -5.995 6.930
H 27.190 -6.106 5.769
H 26.500 -3.732 4.919
H 26.642 -3.642 6.721
H 24.724 -2.863 5.961
C 23.180 -2.578 10.271
C 24.182 -1.677 9.585
O 23.570 -0.566 8.962
H 22.594 -2.081 11.044
H 23.647 -3.418 10.786
H 22.453 -2.898 9.525
H 24.859 -2.204 8.913
H 24.874 -1.239 10.304
H 23.222 0.012 9.645
C 19.039 -5.398 6.730
C 19.581 -4.307 5.803
O 18.951 -4.556 4.557
H 19.249 -6.415 6.398
H 18.004 -5.318 7.062
H 19.477 -5.293 7.723
H 20.648 -4.439 5.620
H 19.364 -3.284 6.111
H 19.127 -5.485 4.391
C 19.375 -2.698 10.402
C 18.909 -2.380 8.969
O 18.122 -1.229 8.945
H 19.567 -3.763 10.529
H 18.562 -2.521 11.107
H 20.233 -2.091 10.690
H 18.383 -3.264 8.608
H 19.772 -2.297 8.307
H 18.264 -0.778 8.110
C 26.754 0.543 8.369
C 28.073 0.441 9.259
O 29.130 0.114 8.343
H 25.875 0.868 8.926
H 26.580 -0.445 7.943
H 26.885 1.281 7.577
H 27.969 -0.353 9.999
H 28.308 1.365 9.788
H 29.975 0.419 8.683
C 22.080 -0.972 5.511
C 23.409 -0.332 5.398
O 24.361 -0.967 6.216
H 21.736 -1.124 6.534
H 22.089 -1.966 5.063
H 21.322 -0.479 4.902
H 23.329 0.699 5.742
H 23.752 -0.293 4.364
H 23.940 -0.934 7.078
C 19.510 -1.952 1.918
C 18.214 -1.345 1.504
O 18.641 -0.306 0.610
H 20.134 -1.125 2.256
H 19.983 -2.489 1.095
H 19.338 -2.709 2.683
H 17.704 -0.820 2.311
H 17.580 -2.086 1.018
H 18.048 0.442 0.708
C 16.498 -0.175 4.867
C 17.668 -1.021 5.395
O 18.156 -0.299 6.464
H 16.126 -0.570 3.922
H 16.856 0.832 4.651
H 15.691 -0.121 5.598
H 18.462 -1.165 4.664
H 17.362 -2.024 5.694
H 18.528 0.528 6.149

- gap between HOMO and LUMO (eV) = 9.688
- multiplicity = 1
- LUMO energy (Eh) = 0.0074

Which is most stable, and by how much? run w, by 0.0981 hartree.

Run w
Density functional theory data (wB97M-V/def2-TZVPD) for the ion C6H12N with charge +1.

CARTESIAN COORDINATES (ANGSTROEM)
C -0.495 0.267 1.004
C 0.400 1.246 0.761
C -0.306 0.003 -1.198
C 0.531 2.238 1.829
C 0.557 -0.708 -2.172
C -0.737 -2.025 0.081
N -0.657 -0.597 -0.050
H -1.032 0.187 2.042
H 0.779 1.147 -0.277
H -0.574 0.956 -1.444
H -0.251 2.987 1.626
H 1.511 2.669 1.879
H 0.263 1.833 2.730
H 0.087 -1.515 -2.652
H 1.401 -1.322 -1.620
H 0.972 -0.001 -2.795
H -1.112 -2.519 -0.895
H -1.528 -2.367 0.760
H 0.190 -2.480 0.390

- total charge = +1
- gap between HOMO and LUMO (alpha / beta) (eV) = 8.245 / 8.289
- multiplicity = 3
- LUMO energy (alpha / beta) (Eh) = -0.1252 / -0.2780
- <S²> = 2.01

Run x
Density functional theory data (wB97M-V/def2-TZVPD) for the ion C6H12N with charge +1.

CARTESIAN COORDINATES (ANGSTROEM)
C -2.011 -0.076 -0.141
C -3.135 -0.590 0.187
C -0.985 0.952 -0.267
C 0.746 -0.763 -0.548
C 1.603 -1.743 0.143
C 1.378 1.518 0.092
N 0.344 0.454 0.187
H -3.423 -1.588 -0.123
H -3.897 -0.098 0.793
H -0.891 1.240 -1.320
H -1.253 1.859 0.304
H 0.850 -0.601 -1.605
H 1.479 -1.703 1.224
H 2.667 -1.615 -0.088
H 1.343 -2.750 -0.188
H 1.103 2.396 0.673
H 2.328 1.132 0.456
H 1.501 1.799 -0.953
H 0.253 0.176 1.172

- total charge = +1
- gap between HOMO and LUMO (alpha / beta) (eV) = 8.960 / 9.352
- multiplicity = 3
- LUMO energy (alpha / beta) (Eh) = -0.1070 / -0.1807
- <S²> = 2.01

Which is most stable, and by how much? run x, by 0.0165 hartree.